Molecular formula: C20H19ClN
Method: DFT, wB97M-V/def2-TZVPD

Last column: Löwdin charge in e.
Atoms and positions in Å:
C: 3.162 -0.919 -4.813  -0.02
C: 2.577 -0.816 -3.442  -0.23
C: 2.069 -1.948 -2.816  -0.01
C: 1.533 -1.873 -1.555  0.01
C: 1.486 -0.657 -0.838  -0.18
C: 0.904 -0.678 0.460  0.13
C: 0.891 0.269 1.518  -0.19
C: 0.105 -0.030 2.652  0.01
C: 0.039 0.819 3.729  -0.01
C: 0.755 2.010 3.740  -0.23
C: 0.640 2.939 4.905  -0.02
C: 1.575 2.304 2.651  0.00
C: 1.653 1.457 1.567  0.02
C: 1.977 0.490 -1.500  0.02
C: 2.508 0.403 -2.768  0.00
H: 3.681 -0.003 -5.094  0.09
H: 3.885 -1.735 -4.875  0.10
H: 2.395 -1.109 -5.565  0.10
H: 2.105 -2.892 -3.336  0.13
H: 1.143 -2.758 -1.084  0.12
H: 0.384 -1.596 0.691  0.12
H: -0.443 -0.956 2.664  0.12
H: -0.573 0.568 4.581  0.13
H: 1.065 3.917 4.677  0.09
H: -0.403 3.096 5.184  0.10
H: 1.157 2.550 5.784  0.10
H: 2.160 3.209 2.680  0.12
H: 2.351 1.669 0.781  0.10
H: 1.866 1.452 -1.039  0.10
H: 2.859 1.288 -3.275  0.12
Cl: -6.873 -0.667 -1.312  0.71
C: -5.214 -0.839 -0.863  -0.66
C: -4.477 0.240 -0.431  -0.09
C: -3.161 0.050 -0.082  -0.15
N: -2.540 -1.119 -0.134  0.05
C: -3.262 -2.146 -0.553  -0.15
C: -4.583 -2.062 -0.925  -0.09
H: -4.938 1.210 -0.375  0.11
H: -2.572 0.889 0.262  0.10
H: -2.756 -3.101 -0.595  0.11
H: -5.129 -2.925 -1.259  0.11

Properties
spin multiplicity: 1
largest force on an atom: 0.72 eV Å⁻¹
energy: -35054.231 eV
energy above the lowest of the compared OMol25 structures with the same formula, charge and spin: 0.000 eV
HOMO energy: -12.277 eV
net charge: +1

=====

Molecular formula: C20H19ClN2O4S
Method: DFT, wB97M-V/def2-TZVPD

Last column: Löwdin charge in e.
Atoms and positions in Å:
O: -1.130 -3.319 0.151  0.06
C: -1.046 -2.138 0.448  -0.42
N: -2.076 -1.372 0.826  0.11
C: -3.470 -1.758 0.826  -0.33
C: -4.271 -0.476 0.907  -0.14
H: -5.336 -0.639 1.027  0.11
H: -3.894 0.229 1.641  0.11
S: -3.992 0.200 -0.774  0.70
O: -5.201 0.792 -1.280  -0.32
O: -2.811 1.022 -0.802  -0.32
C: -3.658 -1.399 -1.602  -0.18
C: -3.859 -2.425 -0.506  -0.17
H: -4.904 -2.732 -0.450  0.12
H: -3.238 -3.307 -0.663  0.11
H: -2.633 -1.364 -1.959  0.10
H: -4.348 -1.502 -2.432  0.10
H: -3.681 -2.441 1.661  0.16
H: -1.866 -0.443 1.208  0.07
C: 0.277 -1.427 0.333  -0.10
C: 1.360 -2.204 0.160  0.03
C: 2.734 -1.755 -0.059  -0.21
C: 3.070 -0.871 -1.087  -0.05
C: 4.374 -0.445 -1.260  -0.10
C: 5.361 -0.901 -0.401  -0.67
C: 5.056 -1.800 0.610  -0.09
C: 3.752 -2.227 0.769  -0.02
H: 3.510 -2.925 1.556  0.12
H: 5.835 -2.162 1.262  0.11
Cl: 6.989 -0.356 -0.602  0.68
H: 4.625 0.234 -2.060  0.11
H: 2.317 -0.549 -1.793  0.13
H: 1.199 -3.271 0.232  0.13
N: 0.402 -0.027 0.260  0.17
C: -0.195 1.014 0.899  -0.40
O: -1.120 0.925 1.693  0.07
C: 0.391 2.328 0.529  -0.14
C: 1.766 2.538 0.455  -0.03
C: 2.253 3.788 0.120  -0.08
C: 1.377 4.826 -0.153  -0.08
C: 0.009 4.619 -0.081  -0.06
C: -0.486 3.376 0.269  -0.01
H: -1.547 3.185 0.316  0.11
H: -0.673 5.428 -0.295  0.11
H: 1.763 5.799 -0.419  0.10
H: 3.319 3.953 0.074  0.10
H: 2.460 1.741 0.691  0.11
H: 1.236 0.243 -0.246  0.10

Properties
spin multiplicity: 1
largest force on an atom: 0.93 eV Å⁻¹
energy: -55576.846 eV
energy above the lowest of the compared OMol25 structures with the same formula, charge and spin: 0.000 eV
HOMO energy: -8.834 eV

=====

Molecular formula: C20H19F3N2OS
Method: DFT, wB97M-V/def2-TZVPD

Last column: Löwdin charge in e.
Atoms and positions in Å:
O: 1.868 2.285 0.007  0.03
F: 5.363 -3.129 -1.758  0.11
F: 5.379 -1.005 -2.258  0.12
F: 5.776 -1.612 -0.157  0.16
N: -2.543 -3.177 0.054  0.07
S: 0.686 -0.175 2.747  0.97
C: 1.229 1.565 0.799  -0.46
C: -3.227 -2.291 0.767  -0.14
C: -1.223 -2.970 -0.155  -0.07
C: 1.833 -2.591 0.600  -0.03
C: 1.301 -0.975 -1.099  0.00
C: 3.170 -2.618 0.165  -0.01
C: 2.650 -0.977 -1.497  0.01
C: -2.625 -1.162 1.276  -0.04
C: 0.905 -1.801 -0.059  -0.23
C: -0.547 -1.841 0.294  -0.13
C: 3.585 -1.817 -0.888  -0.12
C: -1.271 -0.887 1.084  -0.17
N: -0.144 1.329 0.665  0.01
C: 1.966 0.861 1.956  -0.31
C: 5.072 -1.875 -1.255  -0.54
C: -0.683 0.383 1.693  -0.47
C: -3.258 3.208 -0.459  -0.18
C: -2.808 2.554 -1.778  -0.17
C: -2.322 2.666 0.626  -0.14
C: -1.644 1.640 -1.388  -0.14
C: -1.037 2.218 -0.103  -0.25
H: -4.257 -2.466 0.990  0.10
H: -0.699 -3.709 -0.796  0.14
H: 1.544 -3.193 1.448  0.12
H: 0.582 -0.310 -1.602  0.12
H: 3.867 -3.309 0.670  0.13
H: 3.003 -0.316 -2.272  0.12
H: -3.297 -0.557 1.858  0.11
H: 2.291 1.605 2.672  0.08
H: 2.817 0.297 1.569  0.09
H: -1.452 0.939 2.279  0.11
H: -4.292 2.913 -0.287  0.10
H: -3.201 4.284 -0.517  0.10
H: -2.444 3.367 -2.429  0.11
H: -3.657 2.010 -2.207  0.11
H: -2.111 3.434 1.385  0.12
H: -2.761 1.773 1.075  0.09
H: -2.011 0.649 -1.181  0.10
H: -0.898 1.644 -2.178  0.11
H: -0.478 3.137 -0.354  0.16

Properties
spin multiplicity: 1
largest force on an atom: 2.83 eV Å⁻¹
energy: -45064.535 eV
energy above the lowest of the compared OMol25 structures with the same formula, charge and spin: 0.000 eV
HOMO energy: -8.983 eV

=====

Question: energy of number 3 (C20H19F3N2OS)?
Answer: -45064.535 eV